ORCA calculation (ωB97M-V with the def2-TZVPD basis set) on 10 unconnected molecules or ions with the total composition C48H76Br19F3I2N2O6 in a non-equilibrium geometry.

Last column: Mulliken charge in e.
Element x y z (Å)
C (-0.701, 2.056, -1.153)  0.77
C (-0.085, 1.219, -0.543)  -2.35
C (0.802, 0.506, 0.441)  -0.39
C (0.631, -1.073, 0.287)  1.63
C (1.452, -1.451, -0.980)  -1.94
C (2.038, -2.903, -1.050)  -0.51
C (1.805, -3.481, -2.487)  -0.84
C (1.233, -1.617, 1.640)  -0.60
C (2.765, -1.415, 1.789)  -0.81
C (3.203, -0.072, 2.463)  -1.03
N (2.249, 0.468, 3.451)  -0.04
C (3.037, 1.368, 4.356)  -1.05
C (2.175, 2.531, 4.860)  -0.13
C (1.255, 2.256, 5.893)  -0.42
C (0.453, 3.302, 6.374)  0.18
C (0.601, 4.575, 5.810)  -0.72
C (1.520, 4.859, 4.802)  0.13
C (2.317, 3.805, 4.306)  0.40
O (3.205, 4.089, 3.288)  -0.50
O (-0.766, -1.281, 0.316)  -0.42
C (-1.402, -2.147, -0.575)  1.14
C (-1.389, -3.603, -0.005)  0.35
C (-1.450, -4.721, -1.142)  -0.17
C (-2.349, -5.968, -0.716)  0.05
O (-1.748, -7.129, -1.312)  -0.52
C (-2.881, -1.554, -0.758)  2.13
C (-4.029, -2.605, -0.585)  -2.56
C (-4.553, -2.715, 0.895)  0.23
O (-5.618, -1.830, 1.151)  -0.65
C (-5.173, -4.144, 1.071)  0.45
F (-4.261, -5.053, 1.463)  -0.17
F (-5.826, -4.543, -0.047)  -0.31
F (-6.122, -4.136, 2.034)  -0.32
N (-3.080, -0.568, 0.359)  -0.67
C (-3.620, 0.459, -0.066)  0.40
O (-3.994, 1.535, -0.333)  -0.53
O (-3.005, -0.776, -1.957)  -0.09
C (-3.095, -1.531, -3.128)  1.18
Br (-4.936, -1.509, -3.898)  -0.11
C (-2.217, -0.823, -4.183)  -0.78
I (-2.472, 1.296, -4.294)  0.11
C (-1.372, -1.454, -4.996)  0.60
C (-0.546, -0.663, -6.035)  -1.64
I (-1.159, -3.562, -4.917)  0.34
H (-1.364, 2.767, -1.624)  0.44
H (0.402, 0.726, 1.450)  0.22
H (1.854, 0.812, 0.364)  0.42
H (2.312, -0.756, -1.019)  0.61
H (0.843, -1.184, -1.868)  0.89
H (3.137, -2.813, -0.944)  0.58
H (1.707, -3.575, -0.242)  0.30
H (2.716, -4.001, -2.831)  0.41
H (1.635, -2.660, -3.213)  0.18
H (0.928, -4.142, -2.570)  -0.13
H (1.029, -2.696, 1.783)  0.23
H (0.643, -1.106, 2.424)  0.77
H (3.124, -2.229, 2.454)  0.47
H (3.350, -1.524, 0.860)  0.12
H (4.155, -0.267, 2.999)  0.63
H (3.468, 0.652, 1.659)  0.21
H (1.694, 1.145, 2.924)  0.05
H (3.869, 1.804, 3.762)  0.51
H (3.472, 0.756, 5.165)  0.47
H (1.186, 1.236, 6.289)  0.45
H (-0.290, 3.114, 7.157)  -0.10
H (-0.042, 5.385, 6.176)  0.39
H (1.636, 5.850, 4.349)  0.15
H (2.722, 4.391, 2.505)  0.27
H (-1.017, -2.214, -1.613)  -0.63
H (-0.387, -3.732, 0.442)  -0.87
H (-2.101, -3.789, 0.814)  0.43
H (-1.860, -4.315, -2.085)  -0.50
H (-0.442, -5.155, -1.270)  0.71
H (-2.256, -6.071, 0.375)  -0.31
H (-3.395, -5.826, -1.043)  0.28
H (-1.607, -6.957, -2.254)  0.26
H (-4.903, -2.193, -1.136)  1.24
H (-3.838, -3.589, -1.042)  -0.14
H (-3.743, -2.643, 1.640)  0.44
H (-5.667, -1.161, 0.460)  0.53
H (-2.789, -2.576, -2.978)  -1.07
H (0.128, -1.319, -6.609)  0.38
H (-0.039, 0.204, -5.590)  0.39
H (-1.293, -0.287, -6.766)  0.42
Br (-1.608, -5.269, 4.724)  -0.13
C (-1.495, -6.991, 3.822)  -0.56
C (-0.097, -7.261, 3.328)  -0.61
Br (0.293, -6.231, 1.725)  0.00
H (-2.234, -6.980, 3.026)  0.26
H (-1.783, -7.725, 4.572)  0.38
H (0.008, -8.304, 3.032)  0.34
H (0.670, -7.016, 4.057)  0.38
Br (5.036, 7.151, 4.400)  -0.15
C (4.779, 7.888, 2.617)  -0.52
C (3.627, 8.854, 2.584)  -0.21
Br (1.915, 7.920, 2.598)  -0.17
H (4.651, 7.046, 1.941)  0.40
H (5.711, 8.401, 2.383)  0.34
H (3.634, 9.425, 1.656)  -0.04
H (3.621, 9.539, 3.427)  0.32
Br (-1.463, -7.984, -7.280)  -0.11
C (-3.233, -7.313, -7.747)  -0.55
C (-3.571, -6.106, -6.918)  -0.51
Br (-4.075, -6.634, -5.115)  -0.08
H (-3.935, -8.132, -7.622)  0.37
H (-3.170, -7.054, -8.803)  0.36
H (-4.441, -5.587, -7.317)  0.35
H (-2.745, -5.406, -6.832)  0.14
Br (0.091, 5.405, 0.800)  -0.11
C (0.393, 6.594, -0.713)  -0.56
C (-0.832, 6.699, -1.585)  -0.63
Br (-1.050, 5.113, -2.695)  -0.08
H (1.263, 6.217, -1.243)  0.39
H (0.632, 7.561, -0.271)  0.31
H (-0.732, 7.526, -2.287)  0.37
H (-1.752, 6.818, -1.020)  0.36
Br (5.957, 11.684, 3.870)  -0.15
C (6.211, 12.806, 2.298)  -0.59
C (5.051, 12.688, 1.346)  -0.40
Br (5.127, 11.021, 0.346)  -0.15
H (7.159, 12.518, 1.854)  0.38
H (6.286, 13.822, 2.683)  0.37
H (5.091, 13.474, 0.596)  0.12
H (4.084, 12.716, 1.842)  0.43
Br (-1.085, 2.918, 9.428)  -0.10
C (-2.808, 2.052, 9.699)  -0.59
C (-3.341, 1.478, 8.413)  -0.64
Br (-4.061, 2.869, 7.259)  -0.12
H (-3.468, 2.792, 10.143)  0.37
H (-2.618, 1.260, 10.422)  0.34
H (-4.177, 0.810, 8.612)  0.38
H (-2.586, 0.949, 7.838)  0.35
Br (-4.964, -10.707, -3.895)  -0.15
C (-3.347, -11.203, -2.929)  -0.61
C (-2.549, -9.989, -2.534)  -0.50
Br (-1.584, -9.251, -4.056)  -0.11
H (-2.795, -11.889, -3.566)  0.36
H (-3.696, -11.735, -2.045)  0.38
H (-1.781, -10.256, -1.810)  0.37
H (-3.160, -9.188, -2.128)  0.28
Br (1.897, 12.746, -1.943)  -0.12
C (1.932, 14.655, -2.332)  -0.59
C (3.174, 15.312, -1.792)  -0.59
Br (3.058, 15.576, 0.134)  -0.14
H (1.017, 15.076, -1.927)  0.38
H (1.909, 14.720, -3.419)  0.34
H (3.288, 16.311, -2.209)  0.36
H (4.077, 14.738, -1.981)  0.37
Br (2.251, -6.924, -5.262)  -0.07
C (2.358, -8.723, -5.998)  -0.48
C (3.406, -8.815, -7.076)  -0.55
Br (2.784, -8.021, -8.741)  -0.14
H (1.362, -8.982, -6.347)  0.14
H (2.620, -9.359, -5.155)  0.34
H (3.614, -9.856, -7.317)  0.37
H (4.333, -8.314, -6.812)  0.37

Force components x, y, z for each atom (eV/Å):
-0.447 -0.284 0.038
1.051 0.616 0.780
-1.843 -0.706 -0.599
2.158 1.323 1.072
-0.401 -0.351 0.486
0.158 0.531 -1.292
0.288 0.113 0.130
-0.206 -0.381 -0.951
-0.002 0.158 1.242
0.475 -0.829 -0.334
0.831 0.998 -0.407
0.047 0.515 -0.585
0.755 -1.389 0.173
-0.021 1.167 -0.266
0.234 -0.517 -0.365
-0.306 0.489 0.150
0.119 -0.858 -0.059
-1.178 0.784 0.582
0.181 -0.592 -0.191
0.374 -0.163 -0.844
-1.491 -0.896 0.183
0.927 -0.499 -1.085
-1.301 -0.232 1.570
1.611 0.989 -0.741
-0.632 0.014 0.221
0.209 -0.335 2.043
-0.560 0.778 -0.027
-0.092 -1.248 -0.878
0.263 0.038 0.071
-0.989 1.034 0.685
-0.085 0.020 -0.653
0.698 -0.326 0.231
0.461 -0.026 -0.121
-1.015 0.158 -1.971
0.910 1.401 0.810
-0.114 -1.223 0.195
-0.139 -1.288 -0.159
0.841 1.568 -0.756
0.224 -0.290 0.359
-0.477 -0.716 0.645
-0.029 -0.836 0.025
0.575 1.098 -0.307
-0.878 -0.940 -0.406
0.043 0.474 -0.360
0.484 -0.548 0.243
0.221 0.196 -0.550
-0.443 -0.037 -0.056
-0.491 -0.287 0.061
0.281 -0.326 0.385
-0.564 -0.109 0.174
-0.102 0.270 -0.385
-0.550 -0.105 0.089
0.136 -0.344 0.416
0.430 0.147 0.110
-0.056 0.438 -0.342
0.621 -0.279 -0.157
-0.208 0.392 -0.339
-0.502 -0.013 0.210
-0.454 0.040 -0.311
-0.204 -0.057 0.541
-0.297 -0.410 0.229
-0.258 -0.154 0.525
-0.276 0.344 -0.150
0.020 0.448 -0.165
0.511 0.236 -0.687
0.267 -0.292 -0.117
-0.123 -0.399 0.393
-0.024 0.088 0.277
0.434 0.406 0.533
-0.575 0.261 -0.011
0.139 0.210 -0.414
0.486 -0.203 0.279
-0.459 0.420 -0.240
-0.321 -0.225 -0.523
0.304 -0.203 0.298
-0.085 -0.053 0.118
0.465 -0.333 0.147
0.192 0.414 0.270
-0.351 0.258 -0.227
0.128 -0.085 0.105
-0.321 0.353 -0.191
-0.066 0.345 0.493
-0.037 -0.472 -0.086
0.483 0.005 0.316
-0.040 0.002 -0.121
-0.011 0.078 0.313
-0.003 -0.115 -0.246
0.170 -0.009 0.101
0.082 -0.008 -0.023
0.053 -0.011 -0.045
-0.055 0.026 0.013
-0.098 0.035 0.024
-0.043 -0.035 -0.062
0.235 0.055 0.254
-0.247 -0.009 -0.229
0.062 0.142 -0.028
-0.075 0.038 0.023
-0.083 0.070 -0.016
-0.043 -0.186 0.231
0.071 -0.064 -0.005
-0.001 0.025 -0.202
0.263 -0.007 -0.200
-0.338 0.021 0.121
0.035 0.162 0.073
0.026 0.048 0.092
0.004 0.054 0.052
0.029 -0.060 -0.049
-0.005 -0.057 -0.028
-0.027 -0.143 -0.121
-0.064 0.077 0.300
0.094 -0.034 -0.216
-0.042 0.251 -0.094
-0.084 -0.007 -0.053
-0.032 -0.010 -0.020
0.047 -0.015 0.045
0.080 -0.034 0.053
0.072 -0.058 -0.076
-0.092 0.061 0.301
0.131 -0.023 -0.200
0.143 0.147 -0.213
-0.073 -0.014 -0.045
-0.052 -0.015 -0.059
0.006 -0.006 0.046
0.060 0.016 0.022
-0.254 -0.006 0.455
0.271 -0.127 0.116
-0.295 0.095 -0.062
0.098 -0.040 -0.023
-0.026 -0.028 -0.095
-0.034 -0.010 -0.059
0.042 0.017 0.048
0.022 0.042 0.073
0.067 -0.031 -0.059
-0.243 0.009 0.078
0.294 -0.089 -0.004
-0.076 -0.051 0.163
0.023 0.072 0.009
0.041 0.054 0.002
-0.068 -0.002 0.016
0.037 -0.047 -0.022
-0.004 0.104 0.083
0.009 -0.286 -0.206
-0.052 0.228 0.121
0.031 -0.010 -0.024
0.080 0.032 0.035
0.049 0.054 0.041
-0.037 -0.041 -0.014
-0.084 -0.041 -0.024
-0.109 0.011 -0.031
0.098 0.100 0.294
-0.108 -0.132 -0.266
0.057 0.040 0.052
0.064 -0.006 -0.058
0.014 -0.006 -0.058
-0.037 0.016 0.055
-0.075 0.011 0.058

Calculated total energy (eV): -1421431.80587
Highest occupied orbital energy (eV): -8.4